Entry 1:
82
Properties=species:S:1:pos:R:3:forces:R:3 method="wB97M-V/def2-TZVPD" lumo_energy_ha="-0.052 / -0.062" multiplicity=4 total_charge=0 total_energy_ev=-118896.959 orbital_gap_ha="0.243 / 0.246" homo_ha="-0.2944 / -0.3080"
Re 0.2263 -0.2828 -0.1868 -0.510 0.470 1.078
C -2.0202 -3.7179 -1.1000 -0.086 0.077 -0.032
Si -2.5450 -1.9796 -0.6949 0.072 -0.008 -0.011
C -2.7344 -1.6969 1.1428 -0.061 0.002 -0.076
C -4.2010 -1.5816 -1.4833 0.047 0.024 0.057
N -1.3003 -0.8156 -1.2758 0.107 -0.068 0.102
C -1.1892 -0.3320 -2.5677 -0.218 -0.158 -0.226
C -1.8909 -0.8054 -3.6877 0.060 -0.010 0.168
C -1.6849 -0.2255 -4.9160 0.078 0.084 -0.081
C -0.7669 0.8236 -5.0659 -0.104 -0.098 -0.043
C -0.0621 1.2924 -3.9838 0.023 0.001 0.152
C -0.2754 0.7275 -2.7151 0.105 0.132 -0.164
N 0.3595 1.0951 -1.5391 0.137 0.222 -0.020
Si 1.3888 2.5837 -1.3701 -0.138 -0.148 -0.079
C 1.7503 2.9025 0.4343 0.035 0.087 -0.092
C 0.3774 4.0383 -1.9871 0.000 -0.083 0.113
C 2.9458 2.2565 -2.3370 -0.019 0.013 0.037
H -2.8852 -4.3815 -1.0216 0.007 -0.033 0.017
H -1.2373 -4.0865 -0.4392 0.048 0.032 0.032
H -1.6332 -3.7760 -2.1183 -0.014 -0.002 -0.027
H -3.3588 -2.5007 1.5421 -0.025 -0.018 -0.006
H -3.2526 -0.7557 1.3388 -0.028 0.002 0.038
H -1.8057 -1.7070 1.7092 0.056 0.005 -0.016
H -4.9775 -1.8957 -0.7814 -0.029 0.001 0.003
H -4.3821 -2.1043 -2.4213 0.024 -0.015 -0.029
H -4.3330 -0.5125 -1.6607 0.012 0.019 0.004
H -2.5593 -1.6482 -3.5898 -0.015 -0.007 0.008
H -2.2132 -0.6013 -5.7818 -0.014 -0.003 -0.002
H -0.5967 1.2482 -6.0459 0.014 0.019 0.002
H 0.6775 2.0686 -4.1140 -0.028 0.044 0.000
H 1.2482 2.2570 1.1489 -0.089 -0.047 0.013
H 1.4587 3.9303 0.6619 0.042 0.017 0.032
H 2.8164 2.7971 0.6364 0.037 0.011 -0.014
H -0.3828 4.2617 -1.2333 -0.031 0.014 -0.024
H -0.1250 3.9116 -2.9427 0.017 -0.074 -0.070
H 1.0214 4.9176 -2.0597 0.035 0.014 0.014
H 3.4812 1.4180 -1.8859 0.008 -0.026 0.014
H 3.6046 3.1271 -2.3111 0.004 0.022 0.001
H 2.7570 2.0004 -3.3798 0.014 0.025 0.002
F 1.8930 -3.2509 3.5234 0.026 0.013 -0.111
C 1.6584 -4.0241 2.4843 0.047 0.004 0.022
F 2.6209 -4.9347 2.3876 -0.047 0.056 -0.003
F 0.4869 -4.6437 2.6564 -0.031 0.040 0.006
S 1.5729 -3.1393 0.8539 0.125 -0.150 -0.195
O 0.4514 -2.1804 0.9762 -0.049 0.108 0.096
O 1.3702 -4.2226 -0.0454 -0.014 0.070 0.003
N 2.9486 -2.4507 0.6750 0.128 -0.317 0.429
S 3.3901 -0.9685 0.5436 0.006 0.158 -0.398
O 2.2604 -0.0145 0.6005 -0.084 -0.164 -0.104
O 4.2879 -0.7845 -0.5440 0.071 0.116 0.064
C 4.3978 -0.5790 2.0852 -0.022 -0.165 0.062
F 4.2467 -1.5342 2.9858 0.093 0.076 -0.047
F 5.6769 -0.5267 1.7215 -0.069 -0.055 0.008
F 4.0500 0.5937 2.5785 0.041 0.044 -0.089
N -3.4757 -2.2714 6.9786 -0.070 -0.004 0.033
C -2.4785 -1.6761 6.2259 0.047 0.013 -0.006
C -1.8722 -2.3752 5.1769 0.011 0.032 -0.007
C -0.9061 -1.7658 4.4033 -0.004 -0.050 -0.007
C -0.5334 -0.4529 4.6578 -0.027 -0.019 -0.058
C -1.1339 0.2545 5.6871 -0.033 0.037 0.020
C -2.0965 -0.3544 6.4704 0.018 -0.017 -0.038
S 0.6949 0.3066 3.6554 0.536 -0.289 0.202
O 0.9229 1.6269 4.1697 0.033 -0.017 -0.056
O 1.8044 -0.6027 3.5209 -0.400 0.181 0.020
N 0.0435 0.3870 2.1623 -0.374 -0.059 -0.159
C -1.0599 1.1206 1.9595 0.148 0.022 -0.191
N -1.3145 1.0647 0.6386 -0.113 0.047 -0.190
C -2.3476 1.7181 0.1208 0.043 -0.003 0.191
C -3.1645 2.4487 0.9567 0.044 -0.031 0.044
C -2.8370 2.4369 2.3175 -0.149 0.101 -0.097
N -1.8053 1.7964 2.8393 0.062 -0.107 -0.051
H -3.4920 -3.2773 6.9842 0.014 -0.004 -0.005
H -3.6510 -1.8665 7.8827 0.002 -0.002 0.006
H -2.1616 -3.3995 4.9757 -0.002 -0.015 -0.004
H -0.4350 -2.3131 3.5989 0.009 0.008 -0.016
H -0.8437 1.2805 5.8625 0.013 0.016 -0.010
H -2.5655 0.1970 7.2761 -0.005 0.005 0.014
H -2.4991 1.6357 -0.9491 0.016 -0.013 -0.011
H -4.0148 2.9973 0.5840 -0.012 0.011 0.005
H -3.4559 2.9855 3.0201 0.007 -0.005 0.017
O 1.2973 -1.3453 -1.4605 0.364 -0.158 -0.329
O 0.7688 -2.3215 -2.1450 0.029 -0.055 0.062



Entry 2:
118
Properties=species:S:1:pos:R:3:forces:R:3 method="wB97M-V/def2-TZVPD" lumo_energy_ha=0.015 multiplicity=1 total_charge=0 total_energy_ev=-76431.089 orbital_gap_ha=0.313 homo_ha=-0.2972
C -3.1603 5.3367 -2.2878 -0.433 -0.588 -0.971
C -3.5826 4.9128 -0.8894 -0.568 -0.453 -0.528
C -4.7201 3.8167 -0.9398 0.764 1.140 -0.684
C -4.8571 3.0777 0.2614 -0.234 -0.768 1.449
N -5.0445 2.4529 1.2055 0.140 0.014 0.218
H -3.1129 4.4454 -2.9134 0.486 -0.247 0.128
H -2.1743 5.7976 -2.3474 -0.179 0.132 0.190
H -3.8916 5.9105 -2.8570 -0.116 0.578 0.464
H -3.9930 5.7469 -0.3201 0.256 0.030 0.166
H -2.6761 4.5391 -0.4132 -0.265 -0.214 0.343
H -4.5807 3.0606 -1.7125 0.193 0.270 -0.351
H -5.6877 4.2977 -1.0834 0.010 0.097 -0.385
C 4.5058 -1.3419 -1.4119 0.121 -0.094 0.973
C 4.6507 -2.7875 -1.9398 -0.467 1.309 0.046
C 3.8297 -3.8050 -1.1259 -0.119 -0.037 -0.392
C 2.3795 -3.5978 -1.1805 -3.090 1.080 0.233
N 1.2133 -3.4521 -1.2082 3.142 -0.401 -0.009
H 3.5080 -0.9045 -1.3803 -0.174 -0.214 -0.594
H 5.2133 -0.6522 -1.8721 -0.207 -0.074 -0.394
H 4.7831 -1.3103 -0.3582 0.184 -0.216 0.235
H 5.7257 -2.9562 -1.8776 -0.138 -0.692 -0.065
H 4.3494 -2.7801 -2.9873 0.072 -0.328 -0.052
H 4.1618 -3.7920 -0.0878 -0.158 -0.160 0.079
H 3.8721 -4.8208 -1.5189 0.788 -0.139 0.037
C 0.4730 0.6664 -8.0268 0.512 0.889 -0.512
O -0.4440 -0.0158 -8.3938 -0.706 -0.965 -0.163
N 0.4463 1.5321 -7.0154 0.511 1.270 1.187
C 1.5926 2.4083 -6.7418 0.090 -0.106 0.306
C -0.6850 1.7296 -6.1360 -0.836 -0.056 0.488
H 1.4392 0.7735 -8.5436 0.115 -0.523 -0.288
H 1.4040 3.4418 -7.0325 -0.125 -0.004 -0.238
H 2.5209 2.0685 -7.2011 -0.286 -0.152 -0.376
H 1.8326 2.4480 -5.6794 -0.302 -0.218 0.175
H -0.6779 2.7413 -5.7303 0.271 -0.138 0.166
H -1.6858 1.6131 -6.5519 0.292 -0.038 -0.949
H -0.7174 0.9973 -5.3294 0.573 0.278 0.321
C -0.8397 1.9816 -2.0572 1.516 -0.154 0.392
O -0.8521 3.0274 -2.6953 -0.352 -0.453 0.183
N 0.2561 1.1946 -1.8743 0.993 0.130 -0.564
C 0.2137 -0.0163 -1.0698 0.574 0.071 -0.296
C 1.6424 1.5479 -2.3500 -1.737 -0.137 -0.172
H -1.6474 1.5401 -1.4531 -0.565 0.329 -0.384
H 0.4589 -0.8992 -1.6602 0.143 0.003 -0.292
H -0.7648 -0.2334 -0.6417 0.095 0.504 0.286
H 1.0264 0.1314 -0.3586 -0.466 -0.449 0.661
H 2.1416 0.6576 -2.7327 -0.239 -0.105 -0.165
H 1.5050 2.2787 -3.1470 0.262 0.049 0.125
H 2.2882 1.9296 -1.5593 -0.314 0.216 0.234
C -3.0257 -0.6133 -2.9366 0.400 -0.800 1.744
O -3.3762 -0.6227 -1.7388 0.223 0.436 -2.120
N -2.2391 -1.5595 -3.4814 0.265 0.734 -1.967
C -1.6805 -1.4474 -4.8676 -0.423 -0.672 0.700
C -1.7778 -2.7557 -2.8028 -0.522 1.243 0.480
H -3.2449 0.1449 -3.7042 -0.368 0.347 0.416
H -1.8859 -0.5590 -5.4648 -0.408 0.095 0.681
H -2.0637 -2.2870 -5.4476 0.086 -0.114 -0.071
H -0.5980 -1.5555 -4.8002 0.082 0.028 -0.019
H -0.7270 -2.5756 -2.5757 0.111 -0.862 -0.146
H -2.3181 -2.7874 -1.8567 0.013 -0.337 -0.050
H -2.0267 -3.5900 -3.4587 0.475 -0.277 0.323
O 2.4129 -4.4097 3.3672 -1.189 -0.007 0.379
P 0.9290 -4.3787 3.2277 -1.358 -0.560 -0.678
N -0.0343 -4.3758 4.7008 0.844 0.518 -1.351
C -1.1443 -3.4785 4.9548 0.197 1.006 -1.095
C -0.0606 -5.5832 5.4982 1.218 -0.116 -0.584
N 0.4085 -5.7225 2.3119 -0.635 -0.546 1.261
C 1.3664 -6.3119 1.3686 0.763 1.004 0.687
C -0.9628 -6.2693 2.2135 0.757 0.451 0.054
N 0.4455 -3.0903 2.2686 0.524 -0.012 0.045
C 1.2865 -1.9224 2.2821 0.075 1.012 0.202
C -0.8396 -2.8650 1.5838 0.737 -0.785 0.226
H -2.0236 -3.6819 4.3436 -0.426 -0.458 0.258
H -0.8887 -2.4644 4.6477 0.269 0.152 0.072
H -1.4035 -3.4099 6.0113 0.087 -0.335 -0.036
H -0.4517 -6.3803 4.8660 -0.352 -0.489 0.694
H -0.5610 -5.4209 6.4528 -0.310 -0.133 -0.293
H 0.9757 -5.8209 5.7384 0.050 -0.343 0.083
H 1.7015 -5.5014 0.7214 -0.142 -0.315 -0.733
H 2.2812 -6.6022 1.8851 -0.054 -0.218 0.229
H 0.9905 -7.1892 0.8421 -0.294 0.356 -0.047
H -0.8496 -7.3314 1.9959 -0.312 0.001 -0.076
H -1.5652 -6.1813 3.1176 0.310 0.175 0.216
H -1.5301 -5.7660 1.4306 -0.091 -0.193 -0.257
H 1.2640 -1.3957 1.3281 -0.024 -0.277 -0.243
H 0.8649 -1.1933 2.9740 0.392 0.286 0.267
H 2.3277 -2.1544 2.5060 -0.191 -0.076 0.246
H -0.9849 -3.6726 0.8665 -0.568 -0.325 0.394
H -0.7930 -2.0034 0.9177 0.258 0.285 0.481
H -1.6133 -2.7235 2.3385 -0.465 -0.121 -0.491
O 0.5212 1.2809 1.9512 -0.545 -1.210 -0.883
P 0.4390 2.5523 2.6514 -0.486 2.093 2.103
N 1.2628 3.8507 1.9345 -0.691 0.085 0.042
C 0.6272 4.8644 1.0820 -1.006 0.113 0.475
C 2.6498 3.6205 1.6079 0.703 -0.218 -0.459
N 1.2304 2.3336 4.1405 0.101 3.168 -0.720
C 1.3440 3.4713 5.0710 0.625 -0.646 0.100
C 1.3118 1.0593 4.7634 -0.466 -1.445 -1.111
N -1.1476 3.1391 3.0112 1.236 1.932 -1.000
C -2.1609 2.1635 3.3327 1.080 -0.670 -0.005
C -1.4598 4.5415 3.4769 1.874 -1.591 -1.016
H -0.1384 4.4720 0.4127 0.238 -0.343 -0.338
H 1.3378 5.4623 0.5113 0.239 -0.437 0.045
H 0.0698 5.5820 1.6841 0.165 0.118 0.136
H 3.1777 4.5613 1.4522 0.084 0.275 0.956
H 2.8596 3.1864 0.6303 -0.668 -0.670 -0.354
H 3.1132 2.9499 2.3316 0.124 0.379 0.158
H 0.5470 3.4300 5.8135 -0.171 0.297 0.098
H 2.2938 3.3687 5.5958 0.055 -0.181 0.303
H 1.4401 4.4685 4.6415 -0.497 -0.258 -0.523
H 0.4078 0.5258 4.4698 -0.168 -0.464 0.555
H 2.0996 0.4871 4.2736 0.367 -0.220 0.518
H 1.4067 1.0789 5.8491 0.088 0.220 -0.170
H -3.1828 2.5357 3.4046 0.223 0.252 -0.355
H -2.0470 1.4264 2.5378 -0.642 -0.524 0.413
H -1.8409 1.7855 4.3037 -0.659 -0.769 0.253
H -1.9986 5.0132 2.6551 -0.661 0.244 0.624
H -0.4966 5.0484 3.5342 -0.150 0.244 0.281
H -1.8894 4.5113 4.4782 -0.421 0.204 -0.272



Entry 3:
34
Properties=species:S:1:pos:R:3:forces:R:3 method="wB97M-V/def2-TZVPD" lumo_energy_ha=0.015 multiplicity=1 total_charge=0 total_energy_ev=-21348.523 orbital_gap_ha=0.370 homo_ha=-0.3546
O 0.2118 1.6304 -2.1071 -0.216 0.124 -0.195
C -0.7325 1.4652 -1.3451 2.094 -0.618 -0.008
N -0.6258 0.4384 -0.4164 -3.021 2.130 -0.153
C -1.7051 0.1636 0.4945 -1.060 -0.835 1.745
C -1.9041 1.0895 1.7437 1.340 0.441 -1.128
C -0.5801 1.4379 2.3612 1.958 -0.592 1.229
O 0.2548 0.2715 2.6203 -0.841 -0.546 0.025
C -1.7768 2.5656 -1.3528 0.108 -0.586 0.605
H 0.2052 -0.0944 -0.2977 0.666 -0.296 -0.435
H -2.7211 0.1334 0.0866 0.403 -0.019 -0.884
H -1.5725 -0.8586 0.8742 0.198 0.215 -0.202
H -2.5622 0.6114 2.4763 -0.059 0.129 -0.214
H -2.3019 2.0494 1.3994 -0.468 -0.147 0.238
H -0.6490 1.9288 3.3408 -0.451 0.312 -0.317
H 0.1449 2.0050 1.7679 -0.851 0.383 -0.356
H -0.3379 -0.3781 3.0259 0.328 0.015 0.055
H -1.9156 2.9796 -2.3633 -0.032 -0.533 0.453
H -2.6893 2.3117 -0.8235 -0.280 0.109 -0.253
H -1.2533 3.3239 -0.7703 -0.205 0.293 0.074
H 2.3224 -2.0737 0.6828 -0.447 -0.229 -0.322
H 1.4297 -1.8731 1.8460 -0.404 -0.073 0.080
O 1.5339 -2.4892 1.1109 1.153 0.493 0.532
H 0.3535 -3.1320 0.2751 -0.771 0.060 -0.760
H -1.0906 -3.4497 0.5327 -0.366 -0.168 -0.313
O -0.5069 -3.3185 -0.2207 0.683 -0.017 0.766
H 2.0621 -0.2068 -2.6440 -0.147 0.568 0.354
H 1.9574 0.9776 -1.6283 0.000 -0.299 -1.364
O 2.5694 0.5335 -2.2622 0.344 -0.264 0.532
H 3.7255 -0.0744 0.2998 0.145 -0.330 0.650
H 3.1173 -0.3562 -1.0034 -0.236 -0.925 0.421
O 3.2279 -0.7978 -0.0978 0.459 1.100 -0.802
H 0.8422 -2.1453 -3.3094 -0.352 -0.398 0.456
H 0.2313 -2.6830 -1.9340 -0.299 -0.274 -0.053
O 0.7350 -1.9855 -2.3620 0.627 0.777 -0.454



Entry 4:
35
Properties=species:S:1:pos:R:3:forces:R:3 method="wB97M-V/def2-TZVPD" lumo_energy_ha=0.034 multiplicity=1 total_charge=0 total_energy_ev=-27773.102 orbital_gap_ha=0.371 homo_ha=-0.3371
O -0.1416 -2.9224 -0.3408 -0.254 -0.379 -0.343
O 1.1023 -2.2653 2.1091 0.472 -0.221 0.051
O 0.9844 1.2085 -1.1145 -1.685 -0.571 0.295
O 0.1409 1.9046 1.3312 1.323 -0.132 -1.910
O -0.6921 3.2601 -0.9963 0.489 -0.432 2.690
C 2.1269 1.9622 -1.2010 1.417 0.045 -0.435
C -0.8763 2.3488 2.1287 -0.744 1.006 1.549
C -0.9642 3.2348 -2.3486 -0.325 0.186 -0.818
C -0.1462 -1.5138 -0.1672 0.726 1.018 -0.304
C 1.1179 -3.5129 -0.0769 -1.118 0.086 0.558
C 0.2933 -3.3870 2.4260 1.049 -0.487 -0.958
C -1.2755 -0.8332 -0.9587 0.963 -0.816 0.095
C 1.4215 -3.4699 1.4075 -1.517 0.033 0.784
C -1.6227 0.5323 -0.3946 0.080 0.519 -0.180
Si -0.2793 1.8214 -0.2545 0.050 -1.167 -1.104
H 2.9634 1.2578 -1.2871 0.097 0.445 -0.252
H 2.2650 2.5305 -0.3099 0.414 0.603 0.853
H 2.0868 2.6745 -2.0267 0.183 -0.122 -0.262
H -1.2230 3.3166 1.7701 -0.225 0.332 0.342
H -1.7264 1.6779 2.1382 -0.275 -0.288 0.146
H -0.4784 2.4348 3.1415 -0.296 0.159 0.051
H -0.4741 4.0896 -2.8101 -0.017 0.006 -0.243
H -2.0395 3.3002 -2.5129 -0.101 0.039 -0.167
H -0.5950 2.3148 -2.7805 0.110 -0.248 -0.563
H -0.2287 -1.2637 0.9050 -0.089 0.040 -0.611
H 0.8458 -1.1287 -0.5317 -0.815 -0.110 0.464
H 1.0874 -4.5532 -0.4095 -0.207 -0.030 0.129
H 1.8630 -3.0359 -0.6911 0.675 0.470 -0.043
H 0.4013 -3.7386 3.4430 0.280 -0.233 0.015
H -0.7259 -3.4196 2.0591 -0.010 0.383 -0.198
H -2.1392 -1.4900 -0.8669 -0.174 -0.029 -0.304
H -0.9625 -0.7457 -2.0109 -0.314 -0.158 0.246
H 2.3287 -3.9699 1.6750 0.598 -0.059 0.434
H -2.0582 0.4228 0.5954 -0.222 -0.089 0.084
H -2.3797 0.9575 -1.0393 -0.538 0.197 -0.091